# 1
The following is a quantum chemistry calculation of one molecule with the formula C4H11NS in a non-equilibrium geometry, from the Open Molecules 2025 dataset.

Results
M = 105.206 g mol⁻¹
LUMO = 0.9 eV
Relative energy (zero: lowest compared OMol25 entry of this formula, charge and spin) = 0.982 eV
Charge = 0
SMILES string = CCSCNC
Orbital gap = 9.73 eV

Each line ends with the natural charge from an NBO analysis.
CARTESIAN COORDINATES (ANGSTROEM)
C -0.914 0.074 -0.697  -0.35
N -1.387 -0.939 0.223  -0.63
H -2.399 -0.897 0.126  0.36
C -0.917 -2.276 -0.105  -0.42
S 0.839 0.108 -1.248  0.20
C 1.512 0.654 0.320  -0.55
H 2.598 0.606 0.098  0.22
H -1.122 1.086 -0.368  0.20
H -1.437 -0.018 -1.655  0.18
C 1.167 2.080 0.715  -0.64
H 1.413 -0.110 1.082  0.22
H 0.165 -2.190 -0.030  0.21
H -1.160 -2.614 -1.134  0.16
H 1.161 2.659 -0.231  0.22
H 1.681 2.570 1.507  0.22
H -1.298 -3.067 0.541  0.20
H 0.097 2.274 0.856  0.21

# 2
The following is a quantum chemistry calculation of a 2-piece molecular cluster, C4H11NS overall in a non-equilibrium geometry, from the Open Molecules 2025 dataset.

Results
M = 105.206 g mol⁻¹
LUMO = 0.9 eV
Relative energy (zero: lowest compared OMol25 entry of this formula, charge and spin) = 1.398 eV
Charge = 0
SMILES string = C=NC.CSC
Orbital gap = 9.37 eV

Each line ends with the natural charge from an NBO analysis.
CARTESIAN COORDINATES (ANGSTROEM)
H 2.284 -2.299 1.091  0.21
H -1.865 -0.256 -2.080  0.13
N -1.667 1.309 -0.708  -0.39
H -2.650 -0.468 -0.443  0.18
H 0.964 -3.389 1.433  0.23
H 1.306 0.270 0.416  0.21
H 2.021 0.437 2.034  0.21
C 1.197 -2.375 1.113  -0.74
H -0.885 1.668 -2.633  0.17
C -0.768 2.009 -1.593  -0.45
C -2.068 0.178 -1.097  -0.05
C 1.099 0.337 1.479  -0.73
H 0.400 1.139 1.703  0.24
S 0.272 -1.155 2.120  0.17
H 0.830 -2.246 0.095  0.21
H -0.748 3.096 -1.557  0.21
H 0.276 1.742 -1.374  0.20

# 3
The following is a quantum chemistry calculation of a 2-piece molecular cluster, C4H11NS overall in a non-equilibrium geometry, from the Open Molecules 2025 dataset.

Results
M = 105.206 g mol⁻¹
LUMO = -1.5 eV
Relative energy (zero: lowest compared OMol25 entry of this formula, charge and spin) = 5.067 eV
Charge = 0
Orbital gap = 4.85 eV

Each line ends with the natural charge from an NBO analysis.
CARTESIAN COORDINATES (ANGSTROEM)
H 0.562 1.253 -2.437  0.16
S -1.178 1.891 -0.803  -0.67
C 0.124 -0.960 -0.459  -0.43
H -1.062 0.139 1.197  0.30
H -1.674 -1.323 0.529  0.31
H 0.146 -1.198 2.731  0.37
H -0.387 -0.587 -1.335  0.31
H 1.785 -0.632 0.857  0.22
H 0.810 0.895 0.537  0.27
H 0.056 2.942 -2.581  0.21
H 0.423 -1.991 -0.626  0.24
C 0.285 2.147 -1.873  -0.74
C 0.938 -0.163 0.361  0.02
N -0.253 -1.720 1.974  -0.85
H -0.977 -2.306 2.337  0.38
C -0.746 -0.863 0.878  -0.28
H 1.148 2.475 -1.288  0.17

Q: M of number 1 (C4H11NS)?
A: 105.206 g mol⁻¹

Q: What is the M in the second record?
A: 105.206 g mol⁻¹

Q: Look up the LUMO of the third one.
A: -1.5 eV